# 1
The following is a DFT calculation (wB97M-V/def2-TZVPD) of 6 unconnected molecules or ions with the total composition C25H65N3O11 in a non-equilibrium geometry.

Geometry as ORCA input:
```
! wB97M-V def2-TZVPD RIJCOSX def2/J DEFGRID3
* xyz 0 1
H -2.861 -0.850 0.984
O 4.199 1.125 -0.898
H -1.062 -3.352 3.064
C -8.017 1.726 -4.212
H 2.436 -1.968 0.947
H -7.154 0.826 -2.509
H -4.448 2.383 0.807
H -7.919 -0.290 -3.667
H 1.989 -4.866 -0.967
C 0.545 -3.256 4.470
C 8.050 4.580 4.494
O 2.872 -4.519 0.875
H -9.997 1.432 -6.815
C 4.147 -1.109 2.925
C -9.725 1.821 -5.836
C 5.895 4.113 3.700
H -2.023 -1.476 -6.243
C 2.909 0.639 -1.089
O -0.944 -0.717 0.298
H -1.444 -3.143 -1.035
C -2.609 -0.550 -6.307
H 5.896 3.633 -0.039
H -2.682 -0.274 -7.362
H -4.255 1.256 2.210
H 3.616 2.029 0.831
H -9.720 2.919 -5.924
H 0.868 0.966 4.044
H 8.116 3.690 5.130
N 5.727 2.607 1.791
C 0.021 -3.197 3.051
H -2.034 -0.964 -1.884
H -0.612 -1.233 -2.932
H 0.430 -4.030 2.460
C -4.324 0.268 0.317
H -2.892 1.657 1.157
H -7.380 2.618 -4.308
H 5.128 4.658 1.788
C -5.300 -0.783 -3.882
C 4.183 2.273 -0.080
H 5.473 5.018 4.162
N 4.404 -1.182 1.468
H 2.378 0.344 -0.171
H 2.020 -4.389 3.937
O 2.137 0.125 2.620
C -0.164 -0.987 -0.868
H 4.844 -3.843 0.996
H -3.369 -1.748 -4.108
H -0.519 -1.121 1.069
O -3.821 -0.923 0.917
H 5.842 3.303 4.443
H 2.219 1.363 -1.555
C -1.066 -1.468 -1.969
H -6.260 -0.601 0.892
O 0.344 -1.975 2.420
H -6.078 -0.372 -0.791
O -1.300 -2.875 -1.948
H 7.627 5.392 5.105
C 3.831 -3.575 1.324
C 1.238 1.122 3.028
C 3.387 0.145 3.321
H 3.220 0.096 4.405
H -5.767 -1.662 -4.350
H 9.024 4.903 4.138
H 0.419 1.145 2.306
H 3.911 1.061 3.025
N -5.944 0.482 -4.185
H 1.693 2.120 2.919
H 6.296 1.934 -0.104
H 3.810 -3.656 2.409
C 5.595 2.645 0.337
C -3.856 -0.792 -4.346
H -5.307 -0.947 -2.800
H -10.477 1.530 -5.096
H 3.570 -4.154 -1.060
H -3.272 0.018 -3.893
H 3.427 -5.859 -0.579
H 0.682 -1.618 -0.589
O 1.932 -3.616 4.507
H -6.075 0.505 -5.193
O 7.248 4.342 3.363
H -6.357 1.033 0.197
C 5.138 3.779 2.444
H 4.116 3.530 2.750
H -8.845 2.076 -3.581
H 3.760 -2.172 -0.219
C 3.509 -2.172 0.847
C 2.970 -4.870 -0.489
H -3.869 0.390 -0.675
H -0.008 -4.011 5.035
H 3.650 -1.973 3.359
H 5.126 -1.016 3.410
H 0.415 -2.265 4.901
H 4.145 -0.271 1.108
H 6.705 2.634 2.060
C -3.970 1.477 1.181
H 0.268 -0.031 -1.200
H 2.942 -0.215 -1.766
H 1.108 -1.550 2.839
C -7.252 0.579 -3.569
C -5.818 0.085 0.170
H -2.029 0.268 -5.852
O -3.881 -0.667 -5.759
O -8.448 1.347 -5.506
H 3.699 3.140 -0.553
*
```

The energy above the lowest of the compared OMol25 structures with the same formula, charge and spin comes out at 0.000 eV. The orbital gap comes out at 0.3460 Ha. Its SMILES is COCCNCCOC.COCCNCCOC.COCCNCCOC.CC(C)O.OCCO.OCCO. As for the HOMO energy: -8.81 eV.



# 2
The following is a DFT calculation (wB97M-V/def2-TZVPD) of 6 unconnected molecules or ions with the total composition C25H65N3O8 in a non-equilibrium geometry.

Geometry as ORCA input:
```
! wB97M-V def2-TZVPD RIJCOSX def2/J DEFGRID3
* xyz 0 1
H 13.475 -14.734 18.937
H 20.963 -8.753 17.185
O 17.646 -14.974 18.814
H 12.200 -14.018 16.318
H 24.160 -12.084 18.208
H 16.329 -14.176 12.521
C 23.300 -11.916 18.856
H 16.204 -16.331 18.404
C 15.854 -10.023 18.702
H 21.548 -9.833 15.973
C 16.266 -11.222 19.631
H 18.328 -7.886 15.451
C 19.038 -13.239 19.718
H 14.204 -10.715 17.429
C 18.250 -13.722 18.481
C 16.424 -12.795 16.195
H 17.931 -7.449 13.820
O 15.933 -13.420 15.033
O 22.515 -15.876 21.011
H 13.486 -12.075 13.472
N 18.737 -10.524 17.786
H 23.285 -13.976 21.154
H 24.528 -16.377 20.806
H 14.977 -13.478 15.110
H 23.536 -17.293 21.986
H 18.106 -10.492 16.998
O 16.042 -8.800 19.338
H 17.381 -16.000 17.016
H 17.095 -12.037 13.533
H 12.239 -15.740 18.105
H 16.451 -11.011 15.065
H 16.863 -11.875 18.995
H 13.322 -12.071 17.164
H 20.604 -12.277 18.864
H 16.965 -11.053 20.450
C 17.492 -9.897 13.023
C 12.680 -14.747 18.192
H 13.611 -15.515 15.412
H 16.966 -9.133 12.450
H 13.528 -12.255 11.121
C 22.565 -14.504 20.528
H 18.680 -9.588 18.159
H 17.958 -14.130 16.718
H 19.805 -11.619 16.647
C 17.891 -13.105 16.352
N 15.322 -11.196 12.967
C 21.222 -13.780 20.693
H 21.028 -10.610 19.180
H 21.081 -13.807 21.774
H 16.116 -8.061 18.730
H 21.401 -12.706 20.740
H 18.522 -13.295 20.677
N 20.141 -14.194 19.858
H 16.728 -14.957 11.029
O 17.739 -9.544 14.369
H 13.796 -10.579 19.050
C 14.405 -10.084 18.294
H 19.430 -12.282 19.377
H 19.930 -9.245 15.816
H 19.689 -15.073 20.067
C 13.159 -14.169 16.814
H 18.597 -12.910 15.544
H 16.468 -10.148 17.810
H 14.666 -12.992 17.829
C 14.015 -12.887 16.961
C 20.016 -10.809 17.344
H 19.319 -8.462 13.995
H 16.224 -14.840 17.378
H 16.561 -10.813 16.837
H 14.966 -11.227 16.094
H 13.435 -13.857 11.741
C 16.049 -11.331 16.026
H 24.092 -15.781 22.460
H 17.011 -11.718 11.821
H 17.569 -12.914 18.212
O 15.215 -13.490 10.955
C 16.821 -15.611 17.866
H 15.485 -11.916 19.942
H 14.742 -13.080 13.802
H 22.966 -14.431 19.518
H 11.807 -14.250 18.614
C 18.339 -8.258 14.426
O 13.995 -15.162 16.217
O 22.276 -11.544 17.865
H 15.281 -10.490 13.689
C 16.787 -11.293 12.799
C 14.097 -12.992 11.688
H 18.387 -9.955 12.403
H 23.302 -11.128 19.609
H 22.909 -12.824 19.315
H 15.161 -15.372 11.748
C 15.887 -14.572 11.606
C 20.955 -11.359 18.391
C 20.658 -9.586 16.552
H 18.934 -13.851 17.643
H 13.914 -9.118 18.168
H 15.931 -13.301 17.025
H 14.493 -12.478 16.071
C 23.752 -16.309 21.569
H 18.327 -12.539 17.175
C 14.458 -12.339 13.055
*
```

The energy above the lowest of the compared OMol25 structures with the same formula, charge and spin comes out at 11.595 eV. The orbital gap comes out at 0.3217 Ha. Its SMILES is COC[C@H](C)N.COCCNCCOC.COCCNCCOC.CC(C)O.CC(C)O.CC(C)O. As for the HOMO energy: -8.30 eV.



Calculated E_LUMO in order - 0.02218 0.01659 Ha